The following is a DFT calculation (ωB97M-V/def2-TZVPD) of a molecular structure, C40H29BiN10OS6.

Orbital gap in eV: 7.50
Calculated total energy in eV: -129749.8313
Largest force on an atom in eV Å⁻¹: 0.4
Lowest unoccupied orbital energy in eV: -0.32

Atoms and positions in Å:
Bi: -0.399986 0.245671 0.203243
S: -2.036221 2.058385 0.964907
C: -3.554181 1.305636 0.520731
C: -4.712499 2.081476 0.863530
N: -5.629230 2.727781 1.122954
C: -3.715486 0.098937 -0.067370
S: -2.451921 -0.998977 -0.592284
C: -5.040771 -0.401498 -0.300911
N: -6.093792 -0.828711 -0.482706
N: 3.931933 -1.786486 -1.743707
C: 3.750052 -2.895090 -2.594515
C: 4.850654 -3.600393 -3.051431
C: 4.682845 -4.709266 -3.873865
C: 3.411387 -5.118476 -4.230351
C: 2.304951 -4.407283 -3.775350
C: 2.473429 -3.293803 -2.974871
S: 1.058802 -2.357836 -2.451147
N: 1.675832 -1.265013 -1.327766
C: 2.920179 -1.107683 -1.107811
C: 3.389696 -0.154862 -0.052670
C: 4.388448 -0.543448 0.835892
C: 4.780620 0.339190 1.828467
C: 4.179044 1.582417 1.893375
C: 3.192081 1.878530 0.965643
N: 2.794412 1.033880 0.017147
H: 4.876961 -1.567418 -1.489645
H: 5.845920 -3.274180 -2.766298
H: 5.553455 -5.246856 -4.226918
H: 3.272175 -5.984405 -4.864677
H: 1.304162 -4.719896 -4.051511
H: 4.819145 -1.535222 0.780748
H: 5.536157 0.049229 2.547899
H: 4.451572 2.303365 2.652452
H: 2.688281 2.839676 0.984685
O: -0.151821 -0.928225 1.998989
C: -0.638190 -0.808637 3.305362
C: -0.134042 -2.026038 4.084120
C: -0.676715 -2.682109 5.143951
C: 0.170442 -3.713338 5.648281
C: 1.334127 -3.812280 4.954948
S: 1.408930 -2.670185 3.675893
C: -0.033177 0.432297 3.973231
C: 0.849210 1.319489 3.441087
C: 1.277724 2.321431 4.360260
C: 0.722551 2.162505 5.588337
S: -0.311064 0.795585 5.636085
C: -2.159053 -0.756067 3.311411
C: -2.992215 0.275702 3.627816
C: -4.368701 -0.031428 3.420211
C: -4.549569 -1.294701 2.954002
S: -3.062581 -2.122809 2.771073
H: -1.648172 -2.438936 5.554658
H: -0.088790 -4.350293 6.483531
H: 2.146429 -4.508693 5.101723
H: 1.203045 1.257284 2.420927
H: 1.970031 3.115650 4.110870
H: 0.859971 2.763739 6.474363
H: -2.644190 1.240737 3.967556
H: -5.175191 0.667296 3.599407
H: -5.474855 -1.785234 2.689515
C: -1.782526 0.293204 -3.902914
C: -1.007329 1.453973 -3.386527
N: -0.422191 1.547100 -2.210984
C: 0.169821 2.790806 -2.157102
C: -0.086190 3.469041 -3.300576
N: -0.831081 2.609471 -4.084835
C: -1.479985 2.965525 -5.330598
N: -2.911511 2.903043 -5.209616
N: -3.611928 2.027888 -5.980279
N: -4.836861 2.047924 -5.630016
C: -4.981037 2.933816 -4.577054
C: -6.107180 3.273789 -3.824501
C: -5.928147 4.171664 -2.797498
C: -4.664614 4.730536 -2.520966
C: -3.546128 4.409295 -3.258038
C: -3.735231 3.493252 -4.295959
H: -1.359686 -0.626401 -3.508241
H: -1.771443 0.256375 -4.992088
H: -2.825177 0.342919 -3.580527
H: 0.730896 3.107215 -1.291476
H: 0.193026 4.453998 -3.636562
H: -1.217960 2.281247 -6.133051
H: -1.150822 3.968973 -5.590128
H: -7.069271 2.828355 -4.040043
H: -6.769809 4.448515 -2.176093
H: -4.570464 5.423796 -1.694885
H: -2.577962 4.832927 -3.024863

Force components x, y, z for each atom (eV/Å):
Bi 0.2 -0.1 0.3
S -0.1 0.1 -0.1
C 0.1 0.0 0.0
C -0.1 0.0 0.0
N 0.1 -0.1 0.0
C 0.0 0.1 0.0
S -0.1 0.0 -0.1
C 0.0 0.0 0.0
N 0.1 0.0 0.0
N 0.0 0.0 -0.1
C 0.1 -0.1 0.0
C 0.0 0.0 0.0
C 0.0 0.0 0.0
C 0.0 0.0 0.0
C 0.0 -0.1 0.0
C -0.1 0.1 0.1
S 0.0 0.0 -0.2
N 0.1 0.2 0.4
C 0.1 -0.3 -0.2
C 0.0 0.0 0.2
C 0.0 -0.1 -0.1
C 0.0 0.0 0.1
C 0.0 0.0 0.0
C 0.1 0.0 -0.1
N -0.1 0.1 -0.1
H 0.1 0.1 0.0
H 0.0 0.0 0.0
H 0.0 0.0 0.0
H 0.0 0.0 0.0
H 0.0 0.0 0.0
H 0.0 0.0 0.0
H 0.0 0.0 0.0
H 0.0 0.0 0.0
H 0.0 0.0 0.0
O 0.1 0.2 -0.1
C 0.0 -0.1 0.1
C 0.0 0.1 -0.2
C 0.0 0.0 0.1
C -0.1 0.0 0.1
C 0.1 0.1 -0.1
S 0.0 0.0 0.1
C -0.1 -0.1 0.2
C -0.1 0.1 -0.2
C 0.0 0.0 -0.1
C -0.1 -0.1 0.1
S 0.0 0.0 -0.1
C 0.0 -0.1 0.2
C -0.1 0.0 0.0
C 0.0 0.1 0.1
C 0.0 -0.1 0.0
S 0.0 0.1 0.1
H 0.0 0.0 0.0
H 0.0 0.0 0.0
H -0.1 0.0 0.0
H 0.0 -0.1 0.1
H 0.0 0.0 0.0
H 0.0 0.0 -0.1
H 0.0 0.0 0.0
H 0.0 0.0 0.0
H 0.0 0.0 0.0
C 0.0 0.0 0.0
C 0.0 0.1 0.2
N 0.1 -0.1 -0.2
C -0.1 -0.1 0.1
C 0.0 0.0 0.0
N 0.0 0.1 -0.1
C -0.1 -0.1 0.1
N 0.1 0.0 -0.1
N -0.1 0.2 0.1
N 0.0 0.0 0.0
C 0.1 0.0 -0.1
C -0.1 0.0 0.0
C -0.1 -0.1 0.0
C 0.1 0.0 0.0
C 0.1 0.1 0.1
C -0.1 -0.1 0.0
H 0.0 0.0 0.0
H 0.0 0.0 0.0
H 0.0 0.0 0.0
H 0.0 0.0 -0.1
H 0.0 0.0 0.0
H 0.0 0.0 0.0
H 0.0 0.1 0.0
H 0.0 0.0 0.0
H 0.0 0.0 0.0
H 0.0 0.0 0.0
H 0.0 0.0 0.0